# 1
Density functional theory data (ωB97M-V/def2-TZVPD) for a cluster of 2 separate species, C4H13N2OS in total in a non-equilibrium geometry.

<S²> = 0.750
Multiplicity = 2
Charge = -2
Energy above the lowest of the compared OMol25 structures with the same formula, charge and spin = 0.0 kJ/mol
Frontier orbital gap (alpha / beta) = 0.077 / 0.223 Ha
HOMO level (alpha / beta) = 3.67 / -0.31 eV

```
21
Properties=species:S:1:pos:R:3:forces:R:3
C -0.8657 0.5224 -0.8313 -0.536 0.502 1.014
N 0.2047 -0.1071 -0.0675 1.045 1.997 0.651
C 1.5079 0.6151 -0.2487 -0.255 -1.071 -1.543
C 2.6814 -0.1132 0.4018 -0.321 0.338 0.687
S 4.2198 0.8434 0.1451 0.132 -0.212 0.120
C -2.2128 -0.1369 -0.5465 -0.523 0.444 -2.669
N -2.3615 -1.5596 -0.9028 1.223 -0.818 0.438
H -0.6251 0.5157 -1.8819 -0.076 0.047 -0.687
H -1.0045 1.6107 -0.5117 0.531 -1.133 -0.242
H 0.3890 -1.0264 -0.3840 -0.276 -1.170 -0.471
H 1.7146 0.7728 -1.3642 -0.127 -0.246 1.242
H 1.4318 1.5937 0.1686 -0.120 0.784 0.423
H 2.4421 -0.2147 1.4921 0.223 0.117 -0.667
H 2.7598 -1.1429 0.0332 0.011 0.119 -0.201
H -2.4514 -0.0027 0.4765 -0.374 0.117 0.993
H -2.9713 0.4543 -1.1718 0.685 -0.712 0.915
H -1.8109 -2.1276 -0.1988 -0.741 0.679 -1.095
H -1.9440 -1.7689 -1.8483 -0.455 0.335 1.001
H -0.0724 0.7832 3.0199 1.500 1.088 1.126
H -0.3227 0.1735 1.6803 0.588 -0.534 -1.666
O -0.7088 0.3153 2.5400 -2.134 -0.670 0.632
```
Forces are in eV/Å.

---

# 2
Density functional theory data (ωB97M-V/def2-TZVPD) for a cluster of 2 separate species, C18H11F3N3O4S in total in a non-equilibrium geometry.

Charge = -1
Frontier orbital gap = 0.159 Ha
HOMO level = -3.19 eV

```
40
Properties=species:S:1:pos:R:3:forces:R:3
C 0.0765 -1.4247 -2.3226 -0.777 -0.155 -0.204
C 0.8153 -0.1517 -2.1803 1.701 0.488 -0.037
C 0.0641 1.0364 -2.2026 -1.128 1.585 -0.333
N -0.5599 2.0293 -2.2841 0.914 -1.448 0.253
C 2.2286 -0.0188 -2.2949 -0.953 -0.078 0.264
C 3.1226 -1.1447 -2.3743 0.582 0.088 -0.161
C 4.4875 -0.9698 -2.5274 -0.455 0.250 0.045
C 5.0250 0.3339 -2.5820 0.315 -0.263 0.045
N 6.4303 0.5438 -2.6231 0.572 0.382 -0.043
O 6.8350 1.7313 -2.6282 -0.033 -1.389 -0.049
O 7.2094 -0.4331 -2.6342 -0.726 0.946 -0.039
C 4.1875 1.4579 -2.5069 -0.927 -0.214 0.121
C 2.8268 1.2845 -2.3412 1.009 0.416 -0.188
H 0.7250 -2.2968 -2.2621 -0.098 -0.014 0.031
H -0.6900 -1.4800 -1.5408 0.006 -0.320 -0.193
H -0.4735 -1.4488 -3.2763 0.142 -0.212 0.053
H 2.7242 -2.1595 -2.3161 0.165 0.346 -0.086
H 5.1688 -1.8119 -2.6276 -0.191 0.142 0.156
H 4.6273 2.4475 -2.5957 -0.143 -0.231 0.153
H 2.2125 2.1827 -2.2657 -0.011 -0.392 -0.064
F 2.0526 0.3643 1.1253 -1.453 0.034 0.537
C 0.7505 0.4304 1.5485 0.963 0.986 -0.383
F 0.7397 0.4126 2.8998 0.075 0.370 -0.571
F 0.2274 1.6135 1.1278 0.536 -0.887 0.678
S -0.1300 -0.9610 0.8648 -1.149 -0.060 0.395
N -1.6546 -0.5843 1.6257 1.363 -0.737 -0.401
C -2.7173 0.0378 0.9224 0.346 0.451 -1.537
O -2.6952 0.3709 -0.2503 -0.209 -0.569 2.201
C -3.8016 0.1252 1.9421 -0.647 0.258 -0.039
C -3.4140 -0.5444 3.0893 -0.397 -0.147 0.568
C -4.2580 -0.6433 4.1939 -0.055 0.149 -0.253
C -5.5160 -0.0210 4.1146 0.266 -0.002 -0.274
C -5.8999 0.6747 2.9516 0.294 -0.188 0.079
C -5.0407 0.7479 1.8464 0.135 -0.137 0.144
C -2.0347 -1.0890 2.8982 0.786 -0.515 0.284
O -1.3590 -1.8073 3.6120 -1.078 1.092 -0.908
H -3.9160 -1.1906 5.0723 -0.222 0.180 -0.160
H -6.2113 -0.0691 4.9572 0.300 -0.006 -0.279
H -6.8795 1.1562 2.9197 0.323 -0.146 -0.026
H -5.2857 1.2693 0.9245 -0.141 -0.052 0.221
```
Forces are in eV/Å.

---

# 3
Density functional theory data (ωB97M-V/def2-TZVPD) for the molecule C8H10INO in a non-equilibrium geometry.

<S²> = 2.027
Multiplicity = 3
Energy above the lowest of the compared OMol25 structures with the same formula, charge and spin = 0.0 kJ/mol
Frontier orbital gap (alpha / beta) = 0.247 / 0.232 Ha
HOMO level (alpha / beta) = -6.33 / -8.89 eV

```
21
Properties=species:S:1:pos:R:3:forces:R:3
C 0.1839 2.2928 -0.6090 -1.471 -0.155 -3.794
C -0.4259 1.5585 -1.6943 1.982 4.179 1.724
C 0.2740 1.6940 0.5835 1.286 -0.088 3.519
C -0.8635 0.2615 -1.6706 -1.149 -3.368 2.773
C 1.3079 -0.3405 0.6206 3.391 -0.700 -3.621
C -0.0308 0.2445 0.8162 -2.388 -1.437 -0.911
C -1.0326 -0.4418 -0.4628 3.246 -0.567 1.665
C -0.9487 -2.0118 -0.3577 0.819 2.252 0.437
N 2.0716 -0.6034 1.7377 -3.757 1.541 -0.190
O 1.7964 -0.4289 -0.5439 -0.934 -0.131 3.120
I -3.2839 -0.0501 0.3905 -0.626 0.396 0.138
H 0.5279 3.3278 -0.8835 -0.303 -1.237 0.818
H -0.4859 2.0712 -2.6030 -0.100 0.721 -1.303
H 0.9065 2.1415 1.4075 -1.052 -0.233 -0.904
H -1.1617 -0.2049 -2.5726 -0.246 -0.501 -0.795
H -0.2904 -0.1209 1.8795 -0.616 1.206 -1.573
H -1.5035 -2.4203 0.4311 -1.049 -0.142 1.294
H 0.0502 -2.3633 -0.1952 0.997 0.370 0.174
H -1.2106 -2.5610 -1.1901 -1.054 -0.601 -2.286
H 1.5950 -0.8279 2.5845 -0.209 0.039 0.432
H 2.9044 -1.0282 1.6168 3.232 -1.544 -0.716
```
Forces are in eV/Å.

---

# 4
Density functional theory data (ωB97M-V/def2-TZVPD) for a structure of composition C26H25F5LiN4O3S.

Charge = -1
Frontier orbital gap = 0.182 Ha
HOMO level = -2.86 eV

```
65
Properties=species:S:1:pos:R:3:forces:R:3
Li 0.2489 -1.2210 0.2759 0.237 0.034 0.459
C 3.0340 0.9113 -3.5662 -0.071 -0.038 0.005
N 2.8378 0.2405 -2.2983 0.138 0.073 0.070
C 3.7448 0.6194 -1.2192 -0.026 -0.107 0.025
C 1.7655 -0.5174 -2.0151 -0.114 -0.043 -0.033
O 1.5983 -1.0233 -0.9141 0.301 0.018 -0.310
C 0.7187 -0.7658 -3.1063 -0.180 -0.101 0.094
O -0.4188 -1.3522 -2.5428 0.058 0.079 -0.052
C -1.5782 -0.5487 -2.3641 0.019 -0.060 0.178
C -2.0641 -0.4181 -0.8941 -0.371 0.411 -0.360
O -1.5658 -1.5413 -0.2097 -0.004 -0.177 0.148
N -3.5286 -0.4925 -0.8880 0.108 -0.109 0.034
C -4.0862 -1.8101 -1.1097 0.045 0.071 0.062
C -4.1960 0.5255 -1.6687 0.040 -0.058 0.095
H 2.6549 1.9376 -3.5364 0.006 0.004 -0.018
H 2.5460 0.3747 -4.3767 0.028 0.023 0.001
H 4.1022 0.9460 -3.7795 0.003 0.004 -0.028
H 3.6739 1.6913 -1.0234 -0.017 0.005 -0.030
H 4.7717 0.3693 -1.4922 -0.008 0.015 -0.013
H 3.4622 0.0864 -0.3165 -0.003 0.040 0.003
H 1.1333 -1.4872 -3.8179 0.078 0.071 -0.067
H 0.4735 0.1528 -3.6468 0.030 0.006 0.000
H -2.3796 -1.0647 -2.8971 0.044 0.051 0.011
H -1.4600 0.4387 -2.8060 0.036 0.059 -0.056
H -3.7130 -2.5078 -0.3633 -0.032 -0.020 -0.059
H -3.8786 -2.2162 -2.1170 -0.046 -0.020 0.018
H -5.1696 -1.7395 -0.9967 -0.004 -0.012 -0.006
H -3.7095 1.4893 -1.5407 0.020 0.044 0.058
H -5.2238 0.6157 -1.3115 -0.016 0.048 -0.056
H -4.2336 0.2936 -2.7484 -0.006 0.013 -0.001
C -0.7909 4.5595 -1.7567 -0.039 0.015 -0.013
C -0.0426 3.4563 -2.1376 0.070 0.080 -0.052
C -0.2932 2.2094 -1.5886 -0.209 -0.070 0.152
C -1.3402 2.0150 -0.6779 0.035 0.282 -0.164
C -2.0392 3.1523 -0.2426 -0.069 -0.162 -0.010
C -1.7726 4.3953 -0.7855 0.077 0.052 -0.058
N -1.6124 0.7615 -0.1257 0.249 -0.642 -0.043
N -2.2523 0.8700 1.1468 -0.256 0.297 0.120
C -2.3068 -0.3026 1.7663 0.219 -0.088 -0.286
C -2.7628 -0.4147 3.1077 0.024 -0.114 0.043
C -2.7129 -1.6127 3.7821 -0.040 0.096 0.030
C -2.2532 -2.7869 3.1784 0.047 -0.106 -0.033
C -1.8736 -2.7322 1.8450 -0.145 -0.086 0.023
C -1.9237 -1.5338 1.1698 -0.218 0.079 0.115
H -0.5950 5.5343 -2.1853 0.028 -0.002 0.026
H 0.7764 3.5787 -2.8387 -0.014 -0.023 -0.003
H 0.3690 1.3862 -1.7966 0.012 -0.037 -0.063
H -2.7789 3.0098 0.5313 -0.003 0.023 -0.009
H -2.3317 5.2575 -0.4409 -0.027 -0.020 0.005
H -3.0994 0.4890 3.6004 0.005 0.013 -0.012
H -3.0255 -1.6404 4.8206 -0.002 0.006 -0.005
H -2.1784 -3.7100 3.7363 -0.003 -0.001 -0.010
H -1.5357 -3.6200 1.3196 -0.005 0.011 -0.010
F 6.4932 -1.6659 4.9097 0.101 -0.033 0.048
C 5.3187 -1.4393 4.2983 -0.157 0.034 -0.099
C 5.1563 -0.3495 3.4632 0.063 -0.065 0.063
F 6.1949 0.4784 3.2538 0.075 0.068 -0.019
C 3.9445 -0.1199 2.8479 -0.342 -0.245 0.044
F 3.8630 0.9430 2.0322 0.084 0.155 -0.026
C 2.8131 -0.9376 3.0296 0.721 -0.180 0.030
S 1.2907 -0.5754 2.3421 -0.556 0.211 0.077
C 3.0408 -2.0528 3.8573 -0.071 0.302 -0.193
F 2.0552 -2.9289 4.0679 -0.071 -0.114 0.082
C 4.2465 -2.2940 4.4822 0.126 0.029 0.020
F 4.3982 -3.3656 5.2778 -0.002 -0.088 0.057
```
Forces are in eV/Å.

---

no.,total energy (a.u.)
1,-743.02593
2,-1855.53135
3,-738.38078
4,-2355.57748